{"formula": "C9H10LuN2O", "method": "wB97M-V/def2-TZVPD", "homo_lumo_gap_ev": [5.59, 5.94], "e_lumo_ev": [3.11, 3.13], "charge": -1, "energy_ev": -48142.4193, "e_above_lowest_kj_mol": 250.4, "e_homo_ev": [-2.488, -2.805], "symbols": ["C", "C", "C", "C", "C", "Lu", "C", "C", "C", "N", "H", "H", "H", "H", "H", "H", "H", "H", "H", "H", "O", "C", "N"], "positions_angstrom": [[1.0020, -1.2669, -1.7795], [-0.3999, -1.1990, -2.0514], [-1.0914, -1.8634, -0.9847], [-0.1076, -2.3478, -0.0597], [1.1826, -1.9719, -0.5500], [0.0005, 0.1759, -0.0124], [-1.7801, 1.7747, -0.8579], [-0.5841, 2.0016, -1.4145], [0.3641, 2.5208, -2.1838], [1.8903, 0.9025, -0.0352], [-2.1678, -2.0283, -0.9263], [-0.8633, -0.7369, -2.9236], [-0.3115, -2.9364, 0.8342], [2.1356, -2.2169, -0.0818], [1.7860, -0.8719, -2.4233], [-2.5363, 1.1096, -1.3120], [2.8330, 1.1582, 0.2658], [-2.1618, 2.3404, 0.0088], [0.1546, 3.2621, -2.9641], [1.4222, 2.2524, -2.0640], [-0.0710, -0.1152, 4.4628], [-0.2546, -0.0222, 3.2912], [-0.4414, 0.0785, 2.0985]], "mulliken_charge": [-0.2092, -0.5198, -0.6216, -0.5923, -0.4217, 1.0567, -0.6756, 0.1801, -0.6750, -0.5619, 0.3795, 0.4063, 0.4315, 0.3432, 0.2815, 0.2536, -0.0609, 0.2769, 0.2739, 0.3382, -0.6409, 0.5358, -0.7783]}